8 unconnected molecules or ions with the total composition C46H55N7O2 in a non-equilibrium geometry. Source: the Open Molecules 2025 dataset; level of theory: the ωB97M-V functional and the def2-TZVPD basis.

Results
Largest force on an atom in eV Å⁻¹: 2.30
Orbital gap in eV: 7.1
Energy above the lowest of the compared OMol25 structures with the same formula, charge and spin in kcal per mole: 0.0
Structure (SMILES): C=CCc1cc(CCC(C)C)c2c(c1)C(=O)C=CC2=O.c1cc[nH]c1.c1cc[nH]c1.c1cc[nH]c1.c1cc[nH]c1.c1cc[nH]c1.c1cc[nH]c1.c1cc[nH]c1

Last column: Löwdin charge in e.
Atoms and positions in Å:
C 0.69 -0.72 -7.02  -0.0197
C 1.52 -1.78 -6.84  -0.1879
C 2.07 -2.24 -5.44  -0.1466
C 0.94 -2.45 -4.38  -0.1658
C 1.16 -2.35 -2.94  0.0294
C 0.09 -2.52 -1.94  -0.1218
C 0.46 -2.40 -0.43  -0.1322
C 1.51 -1.25 -0.08  -0.1747
C 0.78 0.12 0.26  -0.3879
C -0.19 0.57 -0.90  -0.0754
C 1.93 1.22 0.35  -0.1026
C -1.29 -2.80 -2.39  -0.0086
C -1.48 -2.93 -3.87  -0.0402
C -0.41 -2.77 -4.83  0.0271
C -2.88 -3.28 -4.49  -0.3212
O -3.12 -3.12 -5.67  0.0787
C -3.91 -3.88 -3.52  0.0054
C -3.75 -3.75 -2.18  0.0176
C -2.56 -2.97 -1.52  -0.2896
O -2.77 -2.55 -0.40  0.0645
H 0.39 -0.13 -6.12  0.0767
H 0.24 -0.43 -7.99  0.0654
H 1.86 -2.30 -7.78  0.1005
H 2.75 -1.41 -5.08  0.1189
H 2.73 -3.14 -5.58  0.1148
H 2.21 -2.13 -2.60  0.1116
H -0.41 -2.28 0.26  0.0947
H 0.96 -3.38 -0.15  0.1261
H 2.32 -1.12 -0.83  0.0936
H 1.99 -1.56 0.90  0.1103
H 0.21 0.05 1.24  0.1247
H -0.70 1.54 -0.65  0.0803
H -0.99 -0.19 -1.10  0.0668
H 0.44 0.65 -1.83  0.0817
H 2.48 1.15 -0.63  0.0776
H 1.52 2.24 0.55  0.0693
H 2.63 0.87 1.17  0.0764
H -0.64 -2.89 -5.92  0.1175
H -4.80 -4.42 -3.92  0.1177
H -4.50 -4.19 -1.48  0.1242
C -3.85 -9.02 -5.15  -0.1147
C -3.16 -7.86 -5.59  -0.1111
C -4.11 -6.93 -5.93  -0.1483
N -5.34 -7.48 -5.71  0.0007
C -5.19 -8.75 -5.23  -0.1460
H -3.41 -9.95 -4.81  0.0891
H -2.09 -7.72 -5.65  0.0902
H -4.01 -5.92 -6.30  0.1008
H -6.22 -7.02 -5.87  0.1429
H -6.05 -9.36 -5.00  0.1035
C 0.31 4.05 -2.46  -0.1233
C -0.91 4.04 -3.18  -0.1113
C -1.52 5.25 -2.96  -0.1415
N -0.72 5.98 -2.12  -0.0013
C 0.40 5.26 -1.82  -0.1446
H 1.04 3.26 -2.41  0.0810
H -1.29 3.25 -3.80  0.0914
H -2.45 5.65 -3.32  0.1050
H -0.92 6.91 -1.79  0.1433
H 1.16 5.67 -1.17  0.1029
C 3.40 3.84 4.70  -0.1024
C 4.71 4.37 4.53  -0.1029
C 5.01 4.29 3.19  -0.1646
N 3.93 3.73 2.55  0.0144
C 2.95 3.46 3.46  -0.1406
H 2.85 3.75 5.62  0.0857
H 5.35 4.76 5.29  0.0956
H 5.89 4.58 2.64  0.0935
H 3.87 3.55 1.56  0.1396
H 2.01 3.02 3.15  0.0964
C -0.36 -1.46 3.68  -0.1178
C -1.67 -1.43 3.15  -0.1161
C -2.49 -0.91 4.10  -0.1485
N -1.74 -0.62 5.20  0.0099
C -0.43 -0.95 4.96  -0.1308
H 0.53 -1.82 3.19  0.0843
H -1.98 -1.76 2.16  0.0772
H -3.55 -0.72 4.08  0.1067
H -2.09 -0.22 6.06  0.1330
H 0.33 -0.79 5.70  0.1052
C 9.60 1.32 2.82  -0.1174
C 9.73 2.71 2.59  -0.1157
C 8.49 3.27 2.77  -0.1503
N 7.61 2.26 3.10  0.0083
C 8.29 1.07 3.13  -0.1410
H 10.38 0.58 2.76  0.0884
H 10.62 3.24 2.32  0.0887
H 8.15 4.29 2.70  0.0938
H 6.63 2.38 3.28  0.1155
H 7.77 0.16 3.38  0.1046
C -5.94 0.46 1.32  -0.1091
C -4.54 0.31 1.20  -0.1097
C -3.97 1.51 1.55  -0.1457
N -4.98 2.38 1.86  -0.0006
C -6.19 1.74 1.73  -0.1480
H -6.69 -0.29 1.12  0.0897
H -4.00 -0.58 0.90  0.0752
H -2.94 1.82 1.59  0.1033
H -4.86 3.34 2.14  0.1407
H -7.11 2.26 1.94  0.1025
C -0.67 3.58 5.38  -0.1083
C -0.39 3.77 6.76  -0.1099
C -1.46 3.28 7.46  -0.1420
N -2.38 2.80 6.56  -0.0013
C -1.89 2.98 5.29  -0.1488
H -0.03 3.85 4.55  0.0806
H 0.49 4.22 7.19  0.0880
H -1.66 3.24 8.52  0.1042
H -3.26 2.39 6.79  0.1416
H -2.46 2.66 4.43  0.0989

=====

A molecular structure, C46H56AsN7PbS2. Source: the Open Molecules 2025 dataset; level of theory: the ωB97M-V functional and the def2-TZVPD basis.

Results
Largest force on an atom in eV Å⁻¹: 0.61
Orbital gap (alpha / beta) in eV: 6.5 / 7.5
Energy above the lowest of the compared OMol25 structures with the same formula, charge and spin in kcal per mole: 97.3
Total charge: +2

Last column: Löwdin charge in e.
Atoms and positions in Å:
Pb -0.17 0.88 1.03  1.4376
C 2.13 2.46 2.20  -0.3018
C 1.90 1.81 3.50  -0.2271
C 0.75 2.34 4.06  -0.2366
C 0.27 3.33 3.18  -0.1979
C 1.13 3.38 2.01  -0.3047
C 1.04 4.45 0.96  -0.0184
C -0.79 4.32 3.46  -0.0138
C 0.19 2.03 5.42  -0.0251
C 2.85 0.85 4.13  -0.0259
C 3.38 2.28 1.41  -0.0260
H 1.24 5.43 1.41  0.0985
H 0.04 4.49 0.53  0.0714
H 1.76 4.29 0.16  0.0749
H -0.34 5.21 3.92  0.1126
H -1.53 3.94 4.17  0.0844
H -1.29 4.64 2.56  0.0680
H 0.39 1.00 5.72  0.0694
H -0.89 2.19 5.43  0.0746
H 0.63 2.69 6.17  0.0956
H 3.71 1.40 4.52  0.1039
H 3.22 0.13 3.40  0.0508
H 2.38 0.33 4.96  0.0716
H 4.24 2.65 1.98  0.0999
H 3.34 2.82 0.47  0.0715
H 3.57 1.22 1.19  0.0669
C -3.21 -0.59 -3.74  -0.0183
C -2.55 0.25 -4.80  -0.2104
C -3.25 0.59 -5.95  -0.0289
C -2.65 1.27 -6.99  -0.0535
C -1.32 1.64 -6.90  -0.0609
C -0.61 1.35 -5.75  -0.0105
C -1.22 0.65 -4.71  -0.2155
N -0.42 0.29 -3.57  0.1414
C -0.55 0.80 -2.31  -0.3848
N -1.31 1.91 -2.25  0.1684
C -1.97 2.59 -1.20  -0.2299
C -1.79 2.28 0.15  -0.2733
C -2.63 2.91 1.06  -0.1713
C -3.52 3.90 0.69  -0.0705
C -3.62 4.25 -0.65  -0.0295
C -2.88 3.58 -1.62  -0.2040
C -3.08 3.91 -3.07  -0.0288
N 0.05 0.26 -1.28  0.0028
C 0.84 -0.93 -1.48  -0.3439
C 0.20 -2.83 -0.66  -0.1471
C 1.24 -3.93 -0.94  -0.1204
C 2.94 -3.09 -1.96  -0.1325
C 3.08 -1.65 -2.34  0.0196
C 2.19 -0.68 -2.16  -0.1763
C 2.54 0.74 -2.54  -0.0154
H -4.29 -0.49 -3.79  0.0866
H -2.89 -0.32 -2.73  0.0488
H -2.97 -1.65 -3.91  0.0953
H -4.29 0.29 -6.03  0.1205
H -3.21 1.49 -7.89  0.1153
H -0.83 2.15 -7.72  0.1133
H 0.43 1.64 -5.65  0.1158
H 0.21 -0.48 -3.71  0.1260
H -1.62 2.22 -3.16  0.1059
H -2.58 2.62 2.11  0.0910
H -4.12 4.40 1.43  0.1127
H -4.30 5.03 -0.95  0.1183
H -3.79 4.73 -3.17  0.0875
H -3.48 3.06 -3.63  0.0848
H -2.15 4.23 -3.56  0.0943
H -0.63 -3.12 -0.03  0.1492
H 0.95 -4.94 -0.67  0.1580
H 3.79 -3.67 -2.32  0.1473
H 4.02 -1.39 -2.81  0.1237
H 3.60 0.80 -2.78  0.0909
H 2.32 1.43 -1.72  0.0789
H 1.98 1.07 -3.41  0.0757
N 3.52 -4.24 0.25  0.0558
C 2.60 -3.37 -0.45  -0.3834
C 2.22 -2.10 0.32  -0.4907
N 0.96 -1.66 -0.18  -0.0924
C -0.05 -2.18 -2.03  -0.1039
C 0.68 -3.00 -3.00  -0.0190
N 1.64 -3.76 -2.35  0.0072
H 4.47 -3.98 0.01  0.0994
H 3.41 -5.20 -0.08  0.1091
H 2.98 -1.32 0.30  0.1206
H -1.07 -1.88 -2.28  0.1259
H 0.82 -2.78 -4.05  0.1221
S -3.17 -2.23 3.43  1.1044
C -1.81 -1.41 2.78  -0.4917
N -2.01 -0.75 1.69  -0.0906
C -3.32 -0.86 1.26  -0.3014
C -3.88 -0.30 0.11  -0.0137
C -5.22 -0.52 -0.14  -0.0536
C -6.01 -1.27 0.72  -0.0590
C -5.48 -1.85 1.85  -0.0706
C -4.12 -1.64 2.11  -0.4516
H -0.85 -1.45 3.27  0.0505
H -3.27 0.31 -0.53  0.0822
H -5.67 -0.08 -1.03  0.1109
H -7.07 -1.41 0.51  0.1160
H -6.08 -2.44 2.53  0.1177
C 5.17 -3.42 2.75  -0.2047
As 3.29 -3.85 2.96  0.9200
C 2.85 -5.74 2.88  -0.2093
C 3.02 -3.52 4.85  -0.2504
S 1.82 -2.47 2.11  0.7176
H 5.75 -4.34 2.78  0.0550
H 5.45 -2.80 3.60  0.0465
H 5.38 -2.89 1.83  0.0327
H 3.74 -6.31 3.15  0.0564
H 2.49 -6.06 1.91  0.0265
H 2.08 -5.92 3.63  0.0484
H 3.60 -4.25 5.42  0.0581
H 1.96 -3.64 5.11  0.0452
H 3.35 -2.52 5.11  0.0370

=====

A molecular structure, C46H56AsN7PbS2. Source: the Open Molecules 2025 dataset; level of theory: the ωB97M-V functional and the def2-TZVPD basis.

Results
Largest force on an atom in eV Å⁻¹: 0.26
Orbital gap in eV: 5.5
Energy above the lowest of the compared OMol25 structures with the same formula, charge and spin in kcal per mole: 3.3
Total charge: +2

Last column: Löwdin charge in e.
Atoms and positions in Å:
Pb -0.73 -0.53 0.40  1.3139
C -1.89 0.05 3.58  -0.1414
C -2.97 0.60 2.97  -0.2066
C -2.52 1.87 2.46  -0.0682
C -1.09 2.08 2.72  -0.2094
C -0.69 1.03 3.46  -0.1590
C 0.58 0.78 4.16  -0.0191
C -0.36 3.30 2.29  -0.0017
C -3.38 2.89 1.87  0.0291
C -4.37 0.10 2.88  0.0002
C -1.77 -1.21 4.32  -0.0052
H 0.39 0.63 5.23  0.1086
H 1.28 1.60 4.05  0.0852
H 1.04 -0.15 3.79  0.0396
H 0.66 3.32 2.68  0.0825
H -0.86 4.21 2.62  0.0971
H -0.29 3.35 1.19  0.0801
H -3.44 3.72 2.59  0.1392
H -4.38 2.54 1.64  0.0950
H -2.91 3.32 0.97  0.1034
H -4.72 0.06 1.84  0.0728
H -5.05 0.74 3.43  0.1017
H -4.45 -0.90 3.30  0.0838
H -1.49 -1.01 5.36  0.1138
H -0.95 -1.80 3.90  0.0188
H -2.69 -1.79 4.31  0.0908
C 1.25 2.44 -4.52  -0.0199
C 1.53 3.76 -3.84  -0.2175
C 1.45 4.95 -4.55  -0.0292
C 1.71 6.17 -3.95  -0.0571
C 2.05 6.23 -2.61  -0.0645
C 2.12 5.06 -1.87  -0.0142
C 1.86 3.84 -2.48  -0.2183
N 1.94 2.65 -1.68  0.1565
C 0.86 1.97 -1.22  -0.3706
N -0.34 2.45 -1.64  0.1603
C -1.68 2.10 -1.37  -0.2331
C -2.07 0.92 -0.73  -0.2732
C -3.45 0.68 -0.61  -0.1883
C -4.40 1.55 -1.11  -0.0796
C -3.97 2.72 -1.72  -0.0319
C -2.62 3.02 -1.87  -0.2080
C -2.20 4.28 -2.58  -0.0234
N 0.97 0.94 -0.42  -0.0154
C 2.28 0.55 0.01  -0.2813
C 2.61 0.80 1.34  -0.0443
C 3.82 0.40 1.88  -0.0785
C 4.72 -0.28 1.07  -0.0801
C 4.40 -0.54 -0.25  -0.0270
C 3.19 -0.13 -0.81  -0.2128
C 2.92 -0.40 -2.27  -0.0314
H 1.49 2.51 -5.58  0.0908
H 0.20 2.17 -4.44  0.0776
H 1.83 1.63 -4.08  0.0625
H 1.20 4.91 -5.61  0.1213
H 1.65 7.08 -4.54  0.1144
H 2.26 7.18 -2.14  0.1120
H 2.38 5.08 -0.82  0.1178
H 2.83 2.38 -1.30  0.1538
H -0.24 3.28 -2.20  0.0920
H -3.78 -0.23 -0.13  0.0681
H -5.45 1.33 -1.03  0.1155
H -4.70 3.42 -2.12  0.1215
H -3.07 4.87 -2.85  0.0898
H -1.66 4.06 -3.50  0.0887
H -1.56 4.90 -1.96  0.0935
H 1.89 1.34 1.94  0.0794
H 4.06 0.62 2.91  0.1093
H 5.68 -0.60 1.46  0.1092
H 5.11 -1.06 -0.89  0.1239
H 3.09 -1.45 -2.50  0.0785
H 3.61 0.18 -2.90  0.0972
H 1.90 -0.15 -2.55  0.0507
N -2.18 -5.99 0.56  0.1446
C -2.55 -4.86 -0.10  -0.3629
C -2.16 -3.58 0.35  -0.1068
N -2.48 -2.49 -0.33  -0.0261
C -3.19 -2.63 -1.45  -0.1334
C -3.57 -3.89 -1.88  -0.0911
N -3.26 -4.99 -1.22  0.1424
H -1.92 -5.93 1.52  0.0990
H -2.65 -6.84 0.27  0.1096
H -1.55 -3.47 1.24  0.0777
H -3.45 -1.73 -2.00  0.1012
H -4.15 -4.01 -2.79  0.1176
S 1.48 -4.06 -2.19  1.1162
C 1.02 -2.97 -0.95  -0.4776
N 0.28 -1.97 -1.32  -0.0830
C 0.03 -2.01 -2.69  -0.3354
C -0.70 -1.07 -3.41  -0.0252
C -0.84 -1.25 -4.77  -0.0558
C -0.25 -2.35 -5.42  -0.0573
C 0.48 -3.28 -4.71  -0.0612
C 0.62 -3.10 -3.34  -0.4546
H 1.32 -3.13 0.08  -0.0095
H -1.16 -0.22 -2.91  0.0935
H -1.41 -0.54 -5.35  0.1124
H -0.38 -2.47 -6.48  0.1155
H 0.93 -4.13 -5.21  0.1191
C 2.15 -5.56 4.12  -0.2496
As 2.56 -3.70 3.88  0.6660
C 2.62 -2.94 5.65  -0.2468
C 4.36 -3.62 3.21  -0.2428
S 1.21 -2.70 2.62  0.1142
H 2.90 -6.02 4.76  0.0470
H 2.16 -6.05 3.14  0.0405
H 1.17 -5.65 4.57  0.0395
H 3.35 -3.48 6.26  0.0469
H 1.64 -3.03 6.10  0.0389
H 2.91 -1.90 5.57  0.0347
H 5.04 -4.12 3.90  0.0481
H 4.64 -2.58 3.09  0.0214
H 4.39 -4.11 2.24  0.0435

=====

A molecular structure, C46H56N6O3P2Ti in a non-equilibrium geometry. Source: the Open Molecules 2025 dataset; level of theory: the ωB97M-V functional and the def2-TZVPD basis.

Results
Largest force on an atom in eV Å⁻¹: 2.39
Orbital gap in eV: 6.4
Energy above the lowest of the compared OMol25 structures with the same formula, charge and spin in kcal per mole: 59.1

Last column: Löwdin charge in e.
Atoms and positions in Å:
Ti 0.29 -0.54 -0.67  1.0439
O 0.25 1.71 0.51  -0.2777
C 0.58 2.23 1.66  -0.3784
C 0.12 3.50 2.10  -0.0502
C 0.48 4.02 3.32  -0.0912
C 1.32 3.33 4.18  -0.0875
C 1.79 2.09 3.79  -0.0463
C 1.44 1.55 2.56  -0.1251
C 2.59 0.09 0.77  -0.3739
N 2.01 -0.93 -0.04  -0.2245
C 2.53 -2.25 0.14  -0.1939
C 2.64 -2.87 -1.27  -0.1850
N 1.36 -2.60 -1.85  0.0211
C 0.80 -3.44 -2.62  -0.0628
C -0.62 -3.48 -2.80  -0.1315
C -1.20 -4.35 -3.72  -0.0302
C -2.54 -4.65 -3.66  -0.0852
C -3.30 -4.14 -2.61  -0.0681
C -2.74 -3.27 -1.69  -0.0092
C -1.41 -2.82 -1.82  -0.2941
O -0.93 -1.90 -1.02  -0.2224
H -0.50 4.09 1.45  0.1006
H 0.10 4.99 3.61  0.1052
H 1.63 3.76 5.12  0.0966
H 2.46 1.56 4.45  0.1148
H 3.65 -0.11 0.98  0.0904
H 1.87 -2.88 0.76  0.1297
H 3.52 -2.24 0.63  0.1226
H 2.86 -3.95 -1.23  0.1258
H 3.43 -2.37 -1.84  0.1073
H 1.36 -4.31 -3.01  0.1448
H -0.57 -4.79 -4.48  0.1172
H -3.00 -5.31 -4.38  0.1013
H -4.33 -4.44 -2.49  0.1064
H -3.34 -2.90 -0.87  0.0937
C 4.52 2.70 1.43  -0.0926
C 3.59 3.00 0.25  -0.5008
C 2.69 4.20 0.54  -0.1122
P 2.62 1.53 -0.49  1.1913
C 4.07 0.95 -1.61  -0.5049
C 5.13 0.02 -1.03  -0.1065
C 3.48 0.37 -2.90  -0.1241
C 1.87 0.14 2.16  -0.2556
C 2.77 -0.49 3.18  0.0134
C 2.33 -1.04 4.32  -0.2798
C 3.21 -1.70 5.33  -0.0414
C 0.92 -0.94 4.62  -0.0034
C 0.04 -0.64 3.65  0.0002
C 0.48 -0.46 2.27  -0.1451
N -0.31 -0.67 1.25  0.0297
C -1.61 -1.18 1.42  -0.2573
C -1.83 -2.27 2.28  -0.0174
C -3.09 -2.82 2.43  -0.0209
C -4.17 -2.33 1.72  -0.2679
C -5.54 -2.91 1.87  -0.0394
C -3.93 -1.31 0.80  -0.0899
C -2.68 -0.73 0.62  -0.2648
P -2.34 0.50 -0.73  1.1894
C -3.45 1.92 -0.13  -0.5082
C -2.61 2.78 0.80  -0.1395
C -4.77 1.59 0.56  -0.1121
C -3.38 -0.11 -2.22  -0.4654
C -4.45 0.85 -2.75  -0.1097
C -2.45 -0.41 -3.40  -0.1088
H 4.94 3.64 1.79  0.0821
H 3.99 2.23 2.25  0.0565
H 5.35 2.07 1.13  0.0574
H 4.22 3.29 -0.60  0.0852
H 2.44 4.26 1.60  0.0577
H 3.20 5.13 0.26  0.0793
H 1.77 4.14 -0.03  0.0581
H 4.57 1.88 -1.88  0.0913
H 4.72 -0.97 -0.83  0.0466
H 5.93 -0.10 -1.76  0.0817
H 5.57 0.42 -0.12  0.0550
H 2.72 -0.38 -2.69  0.0399
H 3.03 1.16 -3.49  0.0703
H 4.27 -0.07 -3.50  0.0806
H 3.84 -0.45 2.99  0.1289
H 4.25 -1.70 5.01  0.0800
H 3.15 -1.17 6.29  0.0847
H 2.89 -2.72 5.50  0.0843
H 0.59 -1.12 5.63  0.1249
H -1.02 -0.59 3.85  0.1274
H -0.99 -2.70 2.81  0.1200
H -3.21 -3.66 3.10  0.1175
H -5.75 -3.16 2.90  0.0799
H -6.31 -2.23 1.51  0.0786
H -5.61 -3.83 1.29  0.0845
H -4.75 -0.98 0.18  0.1024
H -3.65 2.50 -1.03  0.0956
H -2.25 2.21 1.65  0.0826
H -1.75 3.14 0.24  0.0401
H -3.18 3.62 1.17  0.0883
H -4.61 1.11 1.52  0.0784
H -5.30 2.53 0.74  0.0862
H -5.42 0.96 -0.04  0.0510
H -3.87 -1.04 -1.92  0.0806
H -4.00 1.78 -3.08  0.0803
H -4.92 0.38 -3.61  0.0875
H -5.23 1.08 -2.03  0.0540
H -1.47 -0.77 -3.09  0.0406
H -2.29 0.50 -3.99  0.0786
H -2.89 -1.15 -4.06  0.0957
N -0.22 2.50 -2.09  0.1985
C 0.18 1.44 -2.83  -0.4707
O 0.45 0.34 -2.21  -0.2152
C 0.24 1.52 -4.23  -0.2265
C 0.50 0.37 -4.99  -0.2381
N 0.70 -0.58 -5.60  0.1598
C -0.02 2.72 -4.89  -0.2352
N -0.24 3.73 -5.40  0.1449
H -0.02 2.42 -1.09  0.0359
H -0.24 3.41 -2.53  0.1126

=====

> What is the energy above the lowest of the compared OMol25 structures with the same formula, charge and spin in the third record?

3.3 kcal per mole

=====

> What is the formula in the fourth record?

C46H56N6O3P2Ti

=====

> The lowest largest force on an atom belongs to which entry?

number 3